1.
Entry from the OMol25 dataset: a cluster of 13 separate species, C25H80N22O13 in total in a non-equilibrium geometry (the ωB97M-V functional and the def2-TZVPD basis).

CARTESIAN COORDINATES (ANGSTROEM)
C1 7.5252 7.7688 -1.1153
O1 7.0166 8.8369 -1.2850
N1 7.1855 6.8992 -0.2200
N2 8.3445 7.1636 -1.9095
H1 6.5366 7.3229 0.4278
H2 7.7269 6.0547 -0.1029
H3 8.7250 7.6387 -2.7155
H4 8.7022 6.2301 -1.7652
C2 1.5760 8.7699 -5.3247
O2 0.7434 7.9604 -4.8906
N3 2.0592 8.6705 -6.5081
N4 2.0451 9.8010 -4.6276
H5 2.8139 9.3197 -6.6786
H6 1.8084 7.9341 -7.1522
H7 2.7187 10.3755 -5.1137
H8 1.8651 9.9581 -3.6462
C3 0.0633 -8.9080 5.1793
O3 0.8200 -8.3256 4.4474
N5 -0.3906 -8.5748 6.3638
N6 -0.5790 -10.0268 4.8105
H9 -1.0790 -9.2265 6.7126
H10 -0.3435 -7.6515 6.7705
H11 -0.8157 -10.1933 3.8428
H12 -1.0825 -10.4336 5.5859
C4 7.2320 -5.6578 2.5762
O4 8.2429 -4.9805 2.6376
N7 6.9515 -6.3453 1.4700
N8 6.3824 -5.8962 3.5756
H13 7.6666 -6.4386 0.7629
H14 6.0884 -6.8698 1.4638
H15 5.4605 -6.3016 3.4994
H16 6.6974 -5.4692 4.4349
C5 -6.2933 -0.8447 4.2057
O5 -6.1939 -0.0343 3.3188
N9 -5.4008 -1.6758 4.6897
N10 -7.2832 -0.7563 5.0923
H17 -5.6177 -2.2315 5.5047
H18 -4.4578 -1.5626 4.3460
H19 -7.3067 -1.2864 5.9517
H20 -7.8939 0.0170 4.8709
C6 -6.5878 0.0921 -4.2912
O6 -5.6258 -0.6449 -4.3462
N11 -7.2029 0.5431 -5.3761
N12 -7.0829 0.5613 -3.1448
H21 -6.8075 0.1387 -6.2129
H22 -8.0788 1.0392 -5.2934
H23 -7.7404 1.3273 -3.1123
H24 -6.6338 0.2416 -2.2985
C7 5.8479 2.0866 5.0064
O7 6.8967 2.7039 5.3172
N13 5.7486 0.9774 4.3533
N14 4.6896 2.6633 5.2168
H25 4.8221 0.7016 4.0608
H26 6.4336 0.3685 3.9289
H27 3.7988 2.3113 4.8963
H28 4.7694 3.5391 5.7133
C8 -4.0539 7.1776 0.2009
O8 -4.5922 7.5340 1.1907
N15 -3.7909 5.9257 -0.0585
N16 -3.6866 7.9870 -0.7381
H29 -3.4360 5.7059 -0.9782
H30 -4.0740 5.1455 0.5170
H31 -3.8886 8.9630 -0.5746
H32 -3.2560 7.6228 -1.5760
C9 -4.2819 6.1560 -8.8334
O9 -4.9019 6.6460 -7.9179
N17 -4.7696 5.8710 -10.0280
N18 -3.0864 5.5922 -8.6816
H33 -4.1530 5.4789 -10.7252
H34 -5.6272 6.3507 -10.2614
H35 -2.5695 5.2404 -9.4748
H36 -2.6213 5.6396 -7.7863
C10 -5.5279 -6.3502 -0.7154
C11 -6.5974 -6.9383 0.2128
C12 -7.9753 -6.2295 0.1786
O10 -8.5627 -6.4378 -1.0713
C13 -9.5554 -5.4298 -1.5259
N19 -6.6868 -8.3654 -0.0972
H37 -5.6534 -6.6523 -1.7552
H38 -4.5382 -6.7227 -0.4509
H39 -5.5273 -5.2602 -0.7263
H40 -6.2319 -6.8011 1.2305
H41 -7.7778 -5.1624 0.2798
H42 -8.6343 -6.5440 0.9879
H43 -9.6192 -5.6361 -2.5943
H44 -9.0139 -4.4930 -1.3944
H45 -10.5176 -5.5741 -1.0345
H46 -7.5631 -8.5129 -0.5773
H47 -6.8929 -8.8615 0.7580
C14 2.5958 1.5230 -1.8250
C15 1.5724 0.4026 -1.9693
C16 0.7332 0.2851 -0.7077
O11 1.3085 0.0077 0.5252
C17 1.4008 -1.3768 0.8407
N20 0.6747 0.7241 -3.0434
H48 2.0457 2.4604 -1.9070
H49 3.3863 1.4121 -2.5673
H50 3.0599 1.4186 -0.8443
H51 1.9596 -0.5232 -2.3948
H52 -0.1445 -0.3610 -0.6904
H53 0.2879 1.2728 -0.5877
H54 0.4919 -1.9662 0.9611
H55 1.8108 -1.3458 1.8502
H56 2.0938 -2.0745 0.3705
H57 -0.1325 0.1269 -3.1524
H58 0.2276 1.5991 -2.8097
C18 6.6579 2.4432 -8.8590
C19 6.1055 1.1764 -9.5316
C20 6.7443 -0.1321 -9.0377
O12 8.2189 -0.1773 -9.0220
C21 8.8081 -0.0888 -10.2807
N21 4.7094 1.2509 -9.1981
H59 6.7373 2.3946 -7.7730
H60 6.0952 3.3647 -9.0087
H61 7.6340 2.7377 -9.2445
H62 6.3538 1.4101 -10.5669
H63 6.5489 -1.0848 -9.5298
H64 6.2818 -0.2669 -8.0600
H65 8.7233 0.8639 -10.8036
H66 8.4458 -0.9284 -10.8738
H67 9.8803 -0.2215 -10.1358
H68 4.3491 0.3083 -9.2406
H69 4.4359 1.5257 -8.2655
C22 0.9917 -2.4818 11.1668
C23 -0.4527 -2.7146 11.6345
C24 -0.9460 -1.6749 12.6290
O13 -2.3263 -1.8355 12.9972
C25 -2.5835 -0.7250 13.9138
N22 -1.3257 -2.6081 10.5260
H70 1.2956 -3.0995 10.3217
H71 1.6017 -2.7745 12.0213
H72 1.1959 -1.4504 10.8793
H73 -0.5109 -3.7105 12.0735
H74 -0.9786 -0.6504 12.2581
H75 -0.3710 -1.6660 13.5549
H76 -2.5627 0.2382 13.4040
H77 -1.9791 -0.6838 14.8200
H78 -3.6221 -0.8279 14.2279
H79 -2.2437 -2.5404 10.9418
H80 -1.1267 -1.7005 10.1298

Atoms 1-3, force components in eV/Å:
C -0.8 0.0 -0.9
O -0.6 2.5 -0.1
N -2.2 -1.3 4.3

Multiplicity = 1
Frontier orbital gap = 0.3445 hartree
Charge = 0
ΔE to the lowest compared entry with this formula, charge and spin = 216.9 kcal per mole
E_HOMO = -0.3362 Ha

Mulliken population analysis, charges in e, atoms 1 to 5: C 0.6601; O -0.6376; N -0.3952; N -0.3741; H 0.2205

=====

2.
Entry from the OMol25 dataset: a cluster of 15 separate species, C25H80N8O15 in total in a non-equilibrium geometry (the ωB97M-V functional and the def2-TZVPD basis).

CARTESIAN COORDINATES (ANGSTROEM)
C1 4.2440 20.1660 0.8480
O1 3.0060 20.6730 0.4020
H1 4.5810 19.3060 0.1600
H2 4.0550 19.7860 1.8490
H3 5.0040 20.9790 0.8870
H4 3.2170 21.3500 -0.2930
C2 -3.1340 22.8850 5.3810
O2 -2.1600 23.8690 5.2230
H5 -3.8460 23.2080 6.0850
H6 -2.6980 21.9510 5.7290
H7 -3.7000 22.6040 4.4990
H8 -1.7280 23.7340 4.3750
C3 0.4140 20.8180 6.2180
O3 1.4570 21.2790 5.4390
H9 -0.5090 21.3760 5.9740
H10 0.5970 21.1270 7.1930
H11 0.2620 19.7560 6.2280
H12 1.3350 22.2520 5.3280
C4 4.7940 21.7870 3.5680
O4 5.8880 20.9270 3.2420
H13 4.0130 21.1710 3.9910
H14 4.3610 22.2680 2.7150
H15 5.0540 22.5470 4.2690
H16 6.1260 20.4780 4.0660
C5 1.6740 18.9050 3.1000
O5 0.8330 18.2430 2.2480
H17 2.5730 18.2980 3.1590
H18 1.1430 18.9580 4.0570
H19 1.9020 19.9520 2.9110
H20 1.2320 18.2450 1.4290
C6 0.1750 26.1000 5.0490
O6 1.1160 26.7160 5.8940
H21 0.4150 25.0760 4.7860
H22 0.1240 26.5930 4.0960
H23 -0.8210 26.1200 5.4230
H24 0.9210 27.6410 6.0200
C7 3.4050 22.1890 -2.2190
O7 3.9040 21.5540 -3.3670
N1 2.1930 22.5660 -1.9650
N2 4.1410 22.5000 -1.1720
H25 1.3640 22.3530 -2.5260
H26 2.0000 23.1710 -1.1770
H27 5.1540 22.2940 -1.2770
H28 3.8860 23.0640 -0.3690
C8 3.2900 24.2160 5.7580
O8 2.4110 23.6910 4.8080
N3 4.2030 23.5000 6.4000
N4 3.3350 25.4260 6.2480
H29 4.2410 22.4180 6.4220
H30 4.9870 23.9520 6.8780
H31 2.4570 25.9840 6.1100
H32 4.0710 25.8490 6.7960
C9 0.4840 22.3770 2.4990
O9 -0.2310 22.9970 3.5450
N5 1.8050 22.3980 2.3340
N6 -0.1250 21.8220 1.4710
H33 2.2300 22.8040 3.2050
H34 2.3470 21.7540 1.6850
H35 -1.1880 21.8280 1.3910
H36 0.3470 21.3310 0.7860
C10 -3.2330 21.0460 -0.6880
O10 -2.2790 21.4620 0.2290
N7 -4.3250 20.4560 -0.2700
N8 -3.0470 21.1350 -1.9620
H37 -4.4150 20.5870 0.7860
H38 -5.0640 20.0110 -0.7900
H39 -2.2160 21.6350 -2.2640
H40 -3.7470 20.8450 -2.6210
C11 -1.8770 19.8860 4.2130
C12 -2.2280 18.6530 3.4990
C13 -2.3630 18.9240 2.0770
O11 -1.4250 17.6820 3.6000
H41 -2.6210 20.6690 4.0040
H42 -0.9210 20.2110 3.8490
H43 -1.8250 19.7020 5.2930
H44 -3.1850 18.2190 3.8820
H45 -1.4260 19.2490 1.6190
H46 -3.1510 19.6430 1.8740
H47 -2.5440 18.0590 1.5350
H48 -0.6930 17.9080 3.0190
C14 -2.3050 26.1440 2.5830
C15 -3.4750 25.1910 2.2620
C16 -2.7660 23.9970 1.6670
O12 -4.2290 24.8190 3.2250
H49 -2.5270 27.1250 3.0310
H50 -1.6880 26.3240 1.7540
H51 -1.7320 25.7620 3.3630
H52 -4.0680 25.5920 1.4570
H53 -2.3420 23.3230 2.3730
H54 -1.9930 24.3460 0.9520
H55 -3.4450 23.3870 1.0950
H56 -4.8160 24.2090 2.8480
C17 1.2700 25.7230 1.7810
C18 2.2360 25.3420 0.6780
C19 3.6190 25.8400 1.0160
O13 2.2700 24.1230 0.3980
H57 0.2660 25.4140 1.5180
H58 1.2810 26.8140 1.8200
H59 1.5840 25.2770 2.7440
H60 2.0080 25.8820 -0.1980
H61 4.0040 25.5240 1.9920
H62 3.6050 26.9470 1.0210
H63 4.3620 25.5880 0.3290
H64 1.9060 23.6030 1.1410
C20 -1.0270 18.8000 -3.1080
C21 -0.7890 18.6410 -1.5730
C22 -0.0090 19.8890 -1.0850
O14 -1.8180 18.4280 -0.8860
H65 -0.1750 18.4610 -3.6920
H66 -1.3290 19.8040 -3.3150
H67 -1.9520 18.2110 -3.3810
H68 -0.2630 17.7190 -1.4580
H69 0.2950 19.8320 -0.0590
H70 -0.5900 20.8000 -1.1000
H71 0.8940 19.9790 -1.7480
H72 -2.4360 19.1470 -0.8860
C23 -0.6580 23.7480 -1.5580
C24 -0.9340 23.4440 -3.0080
C25 -0.2110 24.5720 -3.8530
O15 -0.3910 22.3870 -3.3610
H73 -0.2980 22.9760 -0.8730
H74 -1.5560 24.1990 -1.1170
H75 0.1640 24.4500 -1.4550
H76 -2.0090 23.4320 -3.1930
H77 0.8220 24.6960 -3.5680
H78 -0.7430 25.4950 -3.7810
H79 -0.1920 24.4860 -4.9110
H80 -0.7290 22.0990 -4.1920

Atoms 1-3, force components in eV/Å:
C 0.7 -0.9 -0.8
O -0.6 0.7 -0.4
H -0.2 1.3 1.0

Multiplicity = 1
Frontier orbital gap = 0.3150 hartree
Charge = 0
ΔE to the lowest compared entry with this formula, charge and spin = 24.9 kcal per mole
E_HOMO = -0.3196 Ha

Mulliken population analysis, charges in e, atoms 1 to 5: C -1.0809; O -0.4788; H 0.2232; H 0.3464; H 0.2979

=====

3.
Entry from the OMol25 dataset: a structure of composition C25H8ClF15GeN2NiO6S in a non-equilibrium geometry (the ωB97M-V functional and the def2-TZVPD basis).

CARTESIAN COORDINATES (ANGSTROEM)
Ni1 0.8301 0.5436 2.1766
O1 1.7986 0.5423 5.8623
Cl1 1.3830 0.6544 4.5218
O2 0.4168 -0.4000 4.1045
O3 0.7780 1.9288 4.1852
O4 2.4867 0.4537 3.5308
F1 -1.8347 -3.6088 -1.6641
C1 -2.9013 -2.8117 -1.4820
C2 -2.7889 -1.6998 -0.6662
C3 -3.9400 -0.9498 -0.4844
F2 -3.9483 0.1349 0.2915
C4 -5.1433 -1.2807 -1.0919
F3 -6.2294 -0.5371 -0.9006
C5 -5.2093 -2.3986 -1.9081
F4 -6.3570 -2.7255 -2.4954
C6 -4.0796 -3.1766 -2.1070
F5 -4.1466 -4.2578 -2.8809
Ge1 -1.0659 -1.3094 0.1373
S1 -1.0918 0.5946 1.1793
C7 -0.5835 -2.7714 1.3397
C8 0.7141 -2.9025 1.7998
F6 1.6698 -2.0237 1.3983
C9 1.1389 -3.9217 2.6334
F7 2.4006 -3.9942 3.0402
C10 0.2209 -4.8812 3.0325
F8 0.5941 -5.8711 3.8360
C11 -1.0889 -4.7979 2.5899
F9 -1.9762 -5.7127 2.9773
C12 -1.4673 -3.7520 1.7616
F10 -2.7593 -3.7285 1.4027
C13 0.1819 -1.2748 -1.3832
C14 0.1641 -0.1768 -2.2338
F11 -0.6808 0.8448 -2.0329
C15 0.9949 -0.0575 -3.3363
F12 0.9636 1.0358 -4.0977
C16 1.8834 -1.0787 -3.6296
F13 2.7020 -0.9766 -4.6725
C17 1.9124 -2.2055 -2.8250
F14 2.7522 -3.1970 -3.1102
C18 1.0615 -2.2845 -1.7324
F15 1.1314 -3.4115 -1.0144
O5 -0.1993 7.1487 -1.4487
C19 0.0563 6.8046 -0.1142
N1 0.4277 5.4145 0.0502
C20 1.6402 5.0053 -0.3962
O6 2.4398 5.7643 -0.9067
C21 1.9627 3.5476 -0.2400
C22 2.8812 2.9561 -1.0973
C23 3.1852 1.6167 -0.9386
C24 2.5581 0.9000 0.0654
N2 1.6922 1.4811 0.9017
C25 1.3998 2.7793 0.7618
H1 0.6556 7.1827 -1.8967
H2 -0.8616 6.9721 0.4468
H3 0.8610 7.4187 0.3002
H4 -0.2981 4.7304 0.1890
H5 3.3390 3.5591 -1.8704
H6 3.8981 1.1207 -1.5805
H7 2.7635 -0.1475 0.2325
H8 0.7116 3.1886 1.4894

Atoms 1-3, force components in eV/Å:
Ni 0.0 -1.2 0.9
O 0.0 -0.1 -0.4
Cl -0.3 0.1 -0.8

Multiplicity = 1
Frontier orbital gap (spin up / spin down) = 0.2990 / 0.2990 hartree
Charge = 0
ΔE to the lowest compared entry with this formula, charge and spin = 11.3 kcal per mole
E_HOMO (spin up / spin down) = -0.3499 / -0.3499 Ha

natural (NBO) population analysis, charges in e, atoms 1 to 5: Ni 0.9827; O -0.7257; Cl 2.4703; O -0.8320; O -0.8280

=====

4.
Entry from the OMol25 dataset: a structure of composition C26H11CaF10N7S6Sb in a non-equilibrium geometry (the ωB97M-V functional and the def2-TZVPD basis).

CARTESIAN COORDINATES (ANGSTROEM)
Ca1 1.0391 1.2850 -1.1809
N1 -1.7324 -0.0190 2.0976
C1 -2.6928 0.7895 1.4618
C2 -4.0178 1.0307 1.8137
C3 -4.7617 1.8952 0.9865
C4 -4.1673 2.4867 -0.1549
C5 -2.8239 2.2199 -0.4806
C6 -2.1256 1.3657 0.3561
N2 -0.8605 1.0056 0.2025
C7 -0.5889 0.1485 1.2657
C8 0.7447 -0.4783 1.4513
C9 1.1152 -1.3049 2.4200
S1 2.8333 -1.8050 2.2270
C10 2.8601 -0.7689 0.7564
N3 1.8583 -0.1918 0.4677
H1 -1.8387 -0.5860 2.9499
H2 -4.4589 0.5718 2.6889
H3 -5.7953 2.1087 1.2255
H4 -4.7505 3.1488 -0.7815
H5 -2.3554 2.6645 -1.3498
H6 0.4715 -1.6373 3.2230
H7 3.7147 -0.6337 0.1207
C11 3.1764 3.3510 4.1178
S2 4.0793 4.4274 2.9812
C12 2.7405 5.2731 2.2453
C13 1.8431 4.7293 1.3867
S3 1.6615 3.1248 0.7299
S4 0.6030 5.8484 0.8029
C14 1.1586 7.2669 1.6529
S5 0.4161 8.7620 1.5523
S6 2.5718 6.9694 2.6382
H8 3.8915 2.8777 4.7967
H9 2.6427 2.5589 3.5895
H10 2.4678 3.9281 4.7189
F1 2.7933 -5.5288 -2.0742
C15 1.7020 -4.8819 -1.6209
C16 0.7794 -5.5628 -0.9188
F2 0.9680 -6.8773 -0.6902
C17 -0.4533 -4.9098 -0.4353
C18 -0.7726 -3.6185 -1.0717
C19 0.1520 -2.9353 -1.7659
F3 -0.2031 -1.7896 -2.3801
C20 1.5255 -3.4499 -1.9246
C21 2.5538 -2.6533 -2.3194
C22 2.3897 -1.2490 -2.5111
N4 2.2533 -0.1032 -2.6251
C23 3.8871 -3.1350 -2.4791
N5 4.9771 -3.5130 -2.6026
F4 -2.0282 -3.1346 -1.0018
C24 -1.2430 -5.4595 0.5253
C25 -0.9193 -6.6887 1.1742
N6 -0.6557 -7.6771 1.7211
C26 -2.4170 -4.8121 1.0159
N7 -3.3628 -4.2849 1.4319
F5 -0.4605 1.1381 -2.8172
Sb1 -1.8098 1.0105 -4.2834
F6 -2.2604 -0.8477 -3.7077
F7 -0.4092 0.2907 -5.5111
F8 -3.1600 0.8838 -5.7493
F9 -1.3591 2.8689 -4.8589
F10 -3.2104 1.7306 -3.0554
H11 1.8234 2.7765 -2.4434

Atoms 1-3, force components in eV/Å:
Ca -0.9 -0.6 -0.6
N 1.9 0.9 -2.2
C -1.3 -0.9 1.9

Multiplicity = 2
Frontier orbital gap (spin up / spin down) = 0.0751 / 0.1797 hartree
⟨S²⟩ = 1.82
Charge = 0
E_HOMO (spin up / spin down) = -0.2565 / -0.3150 Ha

natural (NBO) population analysis, charges in e, atoms 1 to 5: Ca 1.7403; N -0.5283; C 0.0911; C -0.2231; C -0.1890